1.
This record from the Open Molecules 2025 dataset describes C23H25N3O4S in the gas phase. The level of theory is ωB97M-V/def2-TZVPD.

Computed properties:
Highest occupied orbital energy: -8.612 eV
E_tot: -1754.918643 Ha
LUMO energy: -0.00941 hartree
SMILES: CCc1ccccc1NS(=O)(=O)c1ccc2[nH]cc(C(=O)NC3CCCC3)c(=O)c2c1

ORCA input file:
```
! RIJCOSX wB97M-V def2-TZVPD def2/J DEFGRID3
* xyz 0 1
C -2.13100 -3.82504 -0.91800
H -1.62078 -4.24149 -0.05256
H -2.05576 -4.53499 -1.73866
H -1.61790 -2.90956 -1.20253
C -3.59919 -3.55366 -0.57944
C -3.72620 -2.56169 0.54532
C -3.96670 -3.00699 1.83679
C -4.06152 -2.12936 2.90207
C -3.91327 -0.77217 2.67968
C -3.66595 -0.30239 1.40333
C -3.57023 -1.18520 0.33312
N -3.28625 -0.68559 -0.93380
S -3.40750 0.90229 -1.41236
O -3.22279 0.85959 -2.83174
O -4.58134 1.53676 -0.89168
C -1.96797 1.65239 -0.65705
C -0.76985 0.98620 -0.66196
C 0.36357 1.57640 -0.09601
C 0.25031 2.86244 0.46016
C -0.98289 3.52722 0.45499
C -2.08546 2.92126 -0.10079
H -3.05121 3.40126 -0.11484
H -1.05635 4.51409 0.88779
N 1.36056 3.44914 1.00342
C 2.55236 2.82088 1.00857
C 2.74930 1.57550 0.49879
C 1.64315 0.84295 -0.09481
O 1.71935 -0.28999 -0.56497
C 4.15188 1.04495 0.60031
O 5.03581 1.71831 1.10781
N 4.32730 -0.18356 0.10019
H 3.51951 -0.65756 -0.29518
C 5.59571 -0.87252 0.10588
C 6.02940 -1.23560 -1.33218
H 5.25974 -0.90163 -2.02903
H 6.96191 -0.74540 -1.60538
C 6.15473 -2.76226 -1.36816
H 7.17908 -3.06031 -1.13931
H 5.88927 -3.17354 -2.34070
C 5.22492 -3.23557 -0.25478
H 5.43338 -4.25665 0.06109
H 4.18614 -3.17942 -0.58340
C 5.48239 -2.21478 0.84910
H 4.69320 -2.18799 1.59897
H 6.42584 -2.43791 1.34809
H 6.30271 -0.19644 0.59287
H 3.39369 3.34188 1.44549
H 1.27472 4.37496 1.39973
H -0.67876 0.00334 -1.09627
H -3.29597 -1.33302 -1.70352
H -3.56402 0.75477 1.22126
H -3.98920 -0.07387 3.49945
H -4.25278 -2.50308 3.89633
H -4.08617 -4.06750 2.00714
H -4.07155 -4.49130 -0.28014
H -4.12519 -3.19418 -1.46857
*
```

2.
This record from the Open Molecules 2025 dataset describes C19H47BClNP2Sc as an isolated structure. The level of theory is ωB97M-V/def2-TZVPD.

Computed properties:
Highest occupied orbital energy (alpha / beta): -2.221 / -1.344 eV
E_tot: -2735.246833 Ha
LUMO energy (alpha / beta): 0.09300 / 0.09767 hartree

ORCA input file:
```
! RIJCOSX wB97M-V def2-TZVPD def2/J DEFGRID3
* xyz -1 1
Sc -0.40370 0.26520 0.39071
P 1.31472 2.17529 0.18412
C 0.41090 3.75210 -0.33295
C 2.11276 2.55845 1.86216
C 2.60669 1.91953 -1.16227
C -1.05752 3.79253 0.07468
H 0.47399 3.65604 -1.43441
C 1.16041 4.98652 0.14102
H 0.92792 5.19648 1.19026
H 0.80117 5.82612 -0.46383
H 2.24429 4.93335 0.01895
H -1.71099 3.23757 -0.60586
H -1.39610 4.82967 0.04889
H -1.25285 3.43366 1.09119
H 1.93339 1.88300 -2.04132
C 3.34680 0.59662 -1.07455
C 3.57100 3.08423 -1.25399
H 3.10315 3.95448 -1.71694
H 4.40057 2.75180 -1.88798
H 3.98656 3.34249 -0.27410
H 2.85006 -0.14246 -0.45119
H 4.34948 0.68387 -0.63462
H 3.41721 0.13651 -2.07250
C 1.00715 2.68743 2.90838
H 2.58296 3.53719 1.68837
C 3.17371 1.52362 2.22530
H 0.37972 3.57759 2.78646
H 1.48877 2.72318 3.88709
H 0.35441 1.79656 2.94368
H 2.82894 0.48641 2.12315
H 3.39852 1.66685 3.28605
H 4.10372 1.66347 1.65833
Cl 0.23033 -0.38594 2.55954
H -1.66072 1.32917 0.56462
H 0.75483 -0.41989 -1.26590
P -1.87292 -1.66901 -0.47602
C -1.67108 -2.22283 -2.27712
C -1.84599 -3.24483 0.57291
C -3.54034 -0.79439 -0.42208
C -0.25016 -2.20897 -2.81768
H -2.23316 -1.42135 -2.79422
C -2.31803 -3.57821 -2.48187
H -1.65401 -4.38229 -2.14735
H -2.47460 -3.68885 -3.55896
H -3.29000 -3.68556 -1.99656
H 0.12307 -1.20911 -3.07405
H -0.20384 -2.79871 -3.73499
H 0.48243 -2.66877 -2.15039
H -3.39944 -0.04465 -1.22465
C -3.78563 -0.05413 0.89432
C -4.65959 -1.75656 -0.78674
H -4.65679 -2.00270 -1.85146
H -5.60859 -1.26208 -0.55105
H -4.60942 -2.67972 -0.19665
H -2.92308 0.06638 1.56953
H -4.55068 -0.56298 1.49020
H -4.14352 0.95538 0.66147
C -0.47162 -3.96497 0.56151
H -2.58929 -3.86362 0.04348
C -2.28858 -2.93468 2.00076
H -0.28151 -4.48623 -0.40472
H -0.39879 -4.64639 1.43483
H 0.37190 -3.28694 0.77808
H -1.69016 -2.14264 2.47964
H -2.12086 -3.85918 2.56482
H -3.35627 -2.68287 2.05466
B 3.16496 -2.69551 0.30865
C 1.86057 -1.95786 0.06125
N 0.91655 -1.20784 -0.49706
H 3.06040 -3.51378 -0.61962
H 3.00538 -3.08906 1.48367
H 4.07040 -1.79321 0.14289
*
```

3.
This record from the Open Molecules 2025 dataset describes C40H50BaBrN3O6 as an isolated structure. The level of theory is ωB97M-V/def2-TZVPD.

Computed properties:
Highest occupied orbital energy: -0.497 eV
E_tot: -4769.387368 Ha
LUMO energy: 0.12724 hartree

ORCA input file:
```
! RIJCOSX wB97M-V def2-TZVPD def2/J DEFGRID3
* xyz -2 1
Ba -3.31021 -19.02598 10.32024
C -0.32514 -14.92853 9.75101
C -0.69223 -15.22408 8.36794
C 0.20769 -16.16789 7.89733
C 1.19893 -16.30857 8.95518
C 0.87922 -15.51112 10.09313
C 1.68281 -15.37088 11.35308
C 1.91352 -16.75354 11.98086
C 3.06380 -14.74752 11.01107
C 0.99469 -14.40963 12.40358
C 0.24162 -17.01373 6.67209
C 0.84438 -16.27381 5.45149
C 1.29503 -18.17368 6.92347
C -1.10741 -17.66250 6.27081
C -1.87208 -14.51376 7.72813
C -3.22813 -15.23546 7.88582
C -1.62411 -14.23601 6.25102
C -2.12498 -13.11761 8.43342
H -0.86465 -14.23008 10.36904
H 2.01888 -16.97015 8.84236
H 2.46888 -17.40884 11.29627
H 0.97577 -17.34782 12.16907
H 2.59622 -16.65645 12.87844
H 3.73682 -15.42731 10.48298
H 3.60592 -14.51704 11.94758
H 3.02806 -13.75870 10.43334
H -0.04519 -14.77319 12.59671
H 0.96986 -13.38438 12.02127
H 1.56818 -14.42897 13.31525
H 1.84436 -15.86895 5.68356
H 0.30640 -15.44204 5.00184
H 1.01969 -17.01046 4.59789
H 2.32318 -17.77075 7.01890
H 1.19391 -18.88929 6.06879
H 1.09785 -18.68397 7.88567
H -1.78984 -17.01323 5.73839
H -1.77058 -18.31701 7.08954
H -0.80142 -18.39538 5.49533
H -3.22160 -16.25880 7.58107
H -3.96247 -14.65899 7.25921
H -3.49552 -15.27007 8.96975
H -1.50746 -15.12395 5.62425
H -0.63183 -13.73461 6.14854
H -2.45494 -13.65793 5.75672
H -2.42419 -13.21475 9.50958
H -2.95909 -12.62758 7.90274
H -1.25842 -12.44221 8.38827
O 0.22098 -23.75802 12.93181
C -0.09820 -23.02014 13.97554
O 0.06708 -23.32069 15.16631
C -0.76527 -21.69611 13.69521
C -1.09325 -20.75212 14.67212
N -1.62664 -19.69231 14.06867
N -1.81081 -19.91907 12.70540
C -1.19533 -21.10047 12.46421
C -1.04012 -21.55423 11.03097
O -0.54068 -22.68671 10.77864
O -1.50097 -20.72439 10.15594
H -0.08694 -23.43594 12.00187
H -1.04531 -20.86313 15.76814
H -1.65734 -18.74070 14.48582
C -2.40247 -14.58684 16.05916
C -1.12018 -15.03920 15.84424
C -0.90517 -16.41504 15.62612
N -1.95739 -17.28806 15.59558
C -3.16635 -16.82073 15.82322
C -3.44301 -15.50399 16.11794
H -2.61509 -13.50197 16.09834
H -0.28423 -14.32108 15.74936
H 0.08846 -16.80315 15.47109
H -3.90199 -17.59499 15.65176
H -4.50125 -15.22358 16.30597
Br -6.15431 -14.80213 13.15772
C -7.51106 -16.07941 12.82222
C -8.76905 -15.72741 13.40501
C -9.88330 -16.47673 13.08028
C -9.72737 -17.59622 12.25208
C -8.46251 -18.01594 11.78347
C -7.30736 -17.29520 12.09797
C -5.91557 -17.83624 11.68228
O -5.82886 -19.09246 11.47304
O -4.89496 -17.06804 11.59496
H -8.73309 -14.86877 14.06982
H -10.88205 -16.15555 13.46616
H -10.60864 -18.15338 11.91266
H -8.35934 -18.95469 11.24369
C -5.34408 -20.80156 6.12066
C -5.35910 -19.46456 6.86705
C -6.26739 -19.44354 8.14310
C -5.74243 -18.35890 5.88384
C -3.98139 -19.24814 7.27850
C -2.76872 -18.94305 7.30562
H -6.36122 -21.06616 5.66727
H -5.12158 -21.68103 6.77008
H -4.60083 -20.73468 5.36412
H -7.26719 -19.76123 7.94516
H -6.25811 -18.41919 8.62494
H -5.83370 -20.22956 8.75557
H -6.77583 -18.39869 5.59360
H -5.14798 -18.54920 4.98136
H -5.44145 -17.38745 6.32117
*
```

4.
This record from the Open Molecules 2025 dataset describes CH4NOPS2 in the gas phase. The level of theory is ωB97M-V/def2-TZVPD.

Computed properties:
Highest occupied orbital energy: -9.041 eV
E_tot: -1308.239498 Ha
LUMO energy: 0.00629 hartree
SMILES: N[P@@](=S)(S)C=O

ORCA input file:
```
! RIJCOSX wB97M-V def2-TZVPD def2/J DEFGRID3
* xyz 0 1
C -1.44951 -0.09436 -0.68796
N 0.26601 -0.57205 1.40369
O -1.89363 -1.05112 -0.14468
P 0.27446 0.40785 0.09365
S 0.56256 2.26424 0.36048
S 1.64488 -0.42588 -1.37621
H -2.09401 0.52874 -1.48662
H 0.81357 -0.47746 2.18612
H -0.12922 -1.43298 1.34921
H 2.00489 0.85302 -1.69769
*
```